1.
A gas-phase ion, CHN4O (charge -1) in a non-equilibrium geometry. Source: the Open Molecules 2025 dataset; level of theory: ωB97M-V with the def2-TZVPD basis set.

Last column: Löwdin charge in e.
Element x y z (Å)
C -0.77161 0.15623 -0.12131  -0.27
N 1.18399 1.16283 0.01125  -0.26
N 1.56433 0.02133 -0.04256  0.04
N -0.10964 1.39025 -0.00778  -0.13
N 0.03633 -0.83953 0.00051  -0.27
O 0.00041 -2.10534 -0.01052  -0.22
H -1.90381 0.21422 0.17041  0.12

Atomic forces in eV per Å
-1.2 1.6 2.2
-0.8 1.8 -0.1
-1.2 -3.7 0.2
-1.3 0.3 -0.4
2.7 0.4 -0.8
-0.5 0.2 0.1
2.3 -0.6 -1.1

M: 85.05 g mol⁻¹
SMILES: [O-]n1cnnn1
HOMO: -3.1 eV
Kohn-Sham gap: 7.9 eV
relative energy (zero: lowest compared OMol25 entry of this formula, charge and spin): 129.3 kJ/mol
charge: -1


2.
A gas-phase ion, C6H12N (charge +2) in a non-equilibrium geometry. Source: the Open Molecules 2025 dataset; level of theory: ωB97M-V with the def2-TZVPD basis set.

Last column: Löwdin charge in e.
Element x y z (Å)
C 1.90160 0.57891 -1.00453  -0.08
C 0.46300 0.69629 -1.62471  -0.13
C -0.52490 0.72718 -0.49268  0.00
C -1.06905 -0.36108 0.17807  -0.01
C -1.73974 -0.23462 1.48150  -0.04
C -2.97774 -0.68071 1.65868  0.24
N 2.17456 -0.56433 0.05032  0.20
H 2.78556 0.55563 -1.67453  0.15
H 2.06469 1.54708 -0.38594  0.17
H 0.33414 -0.24366 -2.33479  0.18
H 0.22406 1.54647 -2.23619  0.13
H -0.66385 1.74706 -0.03915  0.17
H -1.32256 -1.23223 -0.44703  0.16
H -1.13490 -0.08161 2.38922  0.15
H -3.59497 -1.07543 0.92106  0.10
H -3.42039 -0.44016 2.55530  0.10
H 2.13118 -1.57155 -0.25794  0.20
H 3.01096 -0.42045 0.60163  0.17
H 1.35835 -0.49278 0.66171  0.12

Atomic forces in eV per Å
1.5 2.4 1.2
-0.4 -4.0 -0.8
1.0 0.3 1.4
-1.4 1.4 -0.2
3.7 -1.1 -0.8
-0.8 -0.1 -0.3
-2.3 -0.4 -1.1
-1.1 -0.1 -0.2
-0.1 -1.7 -0.8
-0.1 1.7 1.5
1.0 0.7 -0.3
0.1 -1.0 -0.3
0.1 0.1 0.3
-0.3 1.0 -0.5
-0.9 -0.9 -1.4
-1.2 0.3 2.1
0.4 1.2 -0.3
0.5 0.2 0.0
0.3 -0.1 0.5

multiplicity: 2
M: 98.17 g mol⁻¹
HOMO (alpha / beta): -19.2 / -19.5 eV
Kohn-Sham gap (alpha / beta): 10.3 / 7.2 eV
expectation value of S²: 0.78
relative energy (zero: lowest compared OMol25 entry of this formula, charge and spin): 99.6 kJ/mol
charge: +2


3.
C15H17Cl2NO in the gas phase in a non-equilibrium geometry. Source: the Open Molecules 2025 dataset; level of theory: ωB97M-V with the def2-TZVPD basis set.

Last column: Löwdin charge in e.
Element x y z (Å)
O -0.21787 -0.68664 -3.20858  0.07
Cl 4.36328 -4.47224 -0.54255  0.65
Cl 5.28797 -1.51190 -0.52828  0.68
C -0.68050 -0.21028 -2.14941  -0.32
C 1.82809 -3.52906 -0.63830  -0.09
C 0.83389 -2.53865 -0.69689  0.01
C 2.62310 -0.88880 -0.70529  -0.03
C 3.17349 -3.18644 -0.51332  -0.68
C 3.61127 -1.89472 -0.52796  -0.69
C 1.23646 -1.16169 -0.78064  -0.17
N -1.48450 1.35999 0.06530  -0.13
C -1.95904 0.56116 -2.19498  -0.10
C -1.86670 1.79711 -1.28214  -0.16
C -2.34740 1.82130 1.17433  -0.16
C -1.45184 2.18076 2.38909  -0.19
C -0.50884 1.04638 2.73084  -0.20
C 0.35828 0.63420 1.51229  -0.14
C 0.26138 -0.03395 -0.96287  -0.16
C -0.55017 0.24676 0.33533  -0.25
H 1.56813 -4.58350 -0.64613  0.11
H -0.20053 -2.79344 -0.66923  0.11
H 2.98807 0.12498 -0.79753  0.11
H -2.76521 -0.11028 -1.85287  0.14
H -2.14964 0.86923 -3.23118  0.13
H -2.83799 2.30785 -1.29500  0.12
H -1.10076 2.47926 -1.69686  0.12
H -2.86839 2.71030 0.84477  0.11
H -3.07686 1.04223 1.42672  0.12
H -0.86120 3.04193 2.14535  0.10
H -2.10310 2.40463 3.25794  0.11
H 0.22227 1.40928 3.45076  0.10
H -1.03304 0.11294 3.12386  0.14
H 0.95551 -0.21762 1.79378  0.11
H 1.01069 1.44491 1.22559  0.12
H 0.84856 0.88872 -1.13722  0.17
H -1.10683 -0.66471 0.58129  0.15

Atomic forces in eV per Å
-1.2 0.4 2.5
-0.4 0.0 0.2
-0.1 0.3 0.1
2.5 0.2 -3.6
-0.8 0.6 0.4
2.0 1.1 0.0
-0.2 -0.5 0.2
0.3 -1.4 -0.5
-1.4 1.3 -0.5
1.3 -1.5 0.1
-0.6 1.0 0.5
-0.6 0.2 0.3
0.7 -1.2 0.1
1.6 -0.5 -0.1
-1.5 -1.0 0.1
0.6 -1.0 -0.3
-1.6 -0.4 0.1
-0.6 0.0 1.2
-0.1 1.1 -0.7
0.0 0.2 0.0
-0.6 -0.2 -0.2
-0.1 0.1 0.0
0.0 0.3 -0.1
0.0 -0.4 0.2
0.3 -0.1 0.3
-0.4 0.0 0.0
-0.2 0.1 -0.1
-0.1 0.0 0.3
0.2 0.6 -0.2
0.4 0.1 -0.4
-0.2 -0.2 0.6
0.5 1.3 -0.3
0.4 -0.3 0.1
0.2 0.4 -0.2
-0.3 -0.3 -0.3
-0.1 -0.2 0.2

M: 298.21 g mol⁻¹
SMILES: O=C1CCN2CCCC[C@@H]2[C@H]1c1ccc(Cl)c(Cl)c1
HOMO: -8.2 eV
Kohn-Sham gap: 8.9 eV
relative energy (zero: lowest compared OMol25 entry of this formula, charge and spin): 62.2 kJ/mol


4.
A molecular structure, C30H24AuN5O3S2. Source: the Open Molecules 2025 dataset; level of theory: ωB97M-V with the def2-TZVPD basis set.

Last column: Löwdin charge in e.
Element x y z (Å)
Au -0.06903 -0.18772 0.24062  0.67
C 0.69817 -0.19835 -7.58099  -0.05
O 1.15312 0.63690 -6.51202  -0.10
C 0.38748 1.74372 -6.24870  -0.23
C 0.02936 2.66129 -7.21948  -0.01
C -0.73808 3.76968 -6.88436  -0.08
C -1.15433 3.94319 -5.57524  -0.08
C -0.79202 3.02793 -4.59463  -0.02
C 0.00534 1.93287 -4.91733  -0.14
N 0.42546 0.94108 -4.00815  0.17
C 0.39113 0.97032 -2.63734  -0.35
N 0.60116 2.18074 -2.08613  0.15
C 0.45021 2.65727 -0.76540  -0.18
C 0.13992 1.89276 0.34643  -0.20
C 0.01440 2.50948 1.59143  -0.13
C 0.20556 3.87398 1.72163  -0.08
C 0.53096 4.64427 0.60754  -0.01
C 0.64314 4.04023 -0.62630  -0.24
O 0.99530 4.71583 -1.77431  -0.11
C 0.31391 5.94566 -2.01533  -0.06
N 0.24667 -0.12869 -1.95237  0.00
C -0.16057 -1.29532 -2.67479  -0.24
C -1.51435 -1.42653 -2.99984  -0.03
C -1.98955 -2.48647 -3.74236  -0.08
C -1.09214 -3.45892 -4.18090  -0.08
C 0.24415 -3.35232 -3.85860  0.00
C 0.73258 -2.28372 -3.10022  -0.24
O 2.08243 -2.29734 -2.93094  -0.08
C 2.68233 -1.80341 -1.73201  -0.07
H 1.49322 -0.91023 -7.78020  0.09
H 0.49970 0.37660 -8.48324  0.08
H -0.20804 -0.73018 -7.28594  0.10
H 0.36242 2.51472 -8.23833  0.12
H -1.01222 4.48591 -7.64749  0.11
H -1.77356 4.78975 -5.30844  0.10
H -1.15046 3.15799 -3.58335  0.11
H 0.64591 0.04761 -4.42326  0.15
H 0.88680 2.90419 -2.72994  0.13
H -0.22294 1.91311 2.46342  0.09
H 0.11661 4.34494 2.69268  0.11
H 0.70378 5.70713 0.70618  0.11
H 0.49346 6.66501 -1.21784  0.08
H -0.76067 5.77539 -2.11177  0.10
H 0.70946 6.34134 -2.94623  0.09
H -2.19007 -0.65490 -2.64659  0.12
H -3.04376 -2.55928 -3.97260  0.10
H -1.43727 -4.30247 -4.76530  0.10
H 0.96220 -4.09581 -4.18054  0.12
H 3.72458 -2.10553 -1.78431  0.09
H 2.21850 -2.26157 -0.85847  0.06
H 2.62133 -0.72057 -1.65505  0.07
S -1.59153 -1.29902 1.63076  0.62
C -0.71901 -1.68692 3.09721  -0.68
C -1.43480 -2.14896 4.20331  -0.06
C -0.78743 -2.51890 5.36684  -0.19
C -1.56330 -2.99698 6.48698  -0.17
N -2.20271 -3.36552 7.36735  0.17
C 0.61091 -2.41687 5.44017  -0.18
C 1.31835 -1.94206 4.35225  -0.06
C 0.66267 -1.57106 3.17710  -0.68
S 1.60001 -0.97006 1.82962  0.65
C 1.32540 -2.78573 6.64004  -0.17
N 1.89605 -3.08691 7.59050  0.17
H -2.51374 -2.22012 4.14854  0.12
H 2.39515 -1.85452 4.41661  0.12

Atomic forces in eV per Å
0.1 -0.3 0.1
0.0 0.1 0.1
0.0 -0.1 -0.1
0.0 0.0 -0.1
-0.1 0.1 0.0
0.0 0.0 0.0
0.0 0.0 0.0
0.0 0.0 0.0
0.0 0.0 0.1
-0.2 0.2 0.0
0.1 0.1 -0.2
0.0 0.0 0.1
0.0 -0.1 -0.1
0.0 0.2 0.0
0.0 0.0 -0.1
0.0 0.0 0.0
-0.1 0.0 0.1
0.0 0.1 -0.1
-0.1 0.1 0.0
0.1 -0.1 0.0
-0.1 -0.1 0.1
0.1 0.0 0.0
0.0 0.0 0.1
0.1 -0.1 0.0
-0.1 0.1 0.0
0.0 0.0 0.0
0.0 -0.2 0.0
0.1 0.3 0.0
-0.1 -0.1 0.0
0.0 0.0 0.0
0.0 0.0 0.0
0.0 0.0 0.0
0.0 0.0 0.0
0.0 0.0 0.0
0.0 0.0 0.0
0.0 0.0 0.0
0.0 0.0 0.0
0.0 0.0 0.0
0.0 0.0 0.0
0.0 0.0 0.0
0.0 0.0 0.0
0.0 0.0 0.0
0.0 0.0 0.0
0.0 0.0 0.0
0.0 0.0 0.0
0.0 0.0 0.0
0.0 0.0 0.0
0.0 0.0 0.0
0.0 0.0 0.0
0.0 0.0 0.1
0.0 0.1 0.0
-0.1 0.0 0.1
-0.3 0.0 -0.1
-0.1 0.0 -0.1
-0.2 -0.1 0.2
0.2 0.1 -0.2
0.0 0.0 0.0
0.2 0.0 0.3
0.1 0.0 -0.1
0.3 0.1 -0.1
0.0 0.0 0.0
-0.2 0.0 -0.2
0.0 0.0 0.0
0.0 0.0 0.0
0.0 0.0 0.0

multiplicity: 3
M: 763.66 g mol⁻¹
HOMO (alpha / beta): -7.5 / -8.2 eV
Kohn-Sham gap (alpha / beta): 7.7 / 5.8 eV
expectation value of S²: 2.01


5.
A molecular structure, C14H30F6NiO10 in a non-equilibrium geometry. Source: the Open Molecules 2025 dataset; level of theory: ωB97M-V with the def2-TZVPD basis set.

Last column: Löwdin charge in e.
Element x y z (Å)
Ni 0.14016 0.73202 -0.89780  0.80
C -1.77134 -0.65497 1.12679  -0.39
O -2.49161 -0.87546 -0.08312  -0.10
O -0.86634 0.30989 0.85132  -0.18
C -2.87071 -0.32399 2.16714  -0.54
F -3.79102 0.51815 1.65255  0.14
F -3.48317 -1.45990 2.55866  0.14
F -2.39591 0.27596 3.26371  0.14
C -2.74498 -2.17894 -0.54946  -0.26
C -3.49075 -2.01642 -1.86861  -0.07
H -3.99204 -2.87182 -2.31490  0.08
H -4.28769 -1.30041 -1.63041  0.08
H -2.93829 -1.45447 -2.62604  0.06
H -3.25254 -2.90128 0.09350  0.12
H -1.79038 -2.67322 -0.78726  0.09
H -1.24730 -1.54393 1.50571  0.16
C 2.63696 -0.96957 -0.08443  -0.43
O 1.61403 -1.91071 -0.35227  -0.09
O 2.14235 0.24284 -0.45095  -0.18
C 3.07832 -1.04461 1.40778  -0.51
F 2.04896 -0.98980 2.26571  0.15
F 3.75623 -2.23430 1.65194  0.08
F 3.98124 -0.10906 1.74906  0.14
C 2.00140 -3.26753 -0.24818  -0.26
C 0.94427 -4.10428 -0.96111  -0.07
H 1.24386 -5.11385 -1.23697  0.08
H 0.01211 -4.07814 -0.39050  0.06
H 0.61471 -3.66624 -1.91154  0.06
H 2.11625 -3.69803 0.74812  0.12
H 2.95463 -3.45668 -0.75478  0.12
H 3.55751 -1.16659 -0.65267  0.15
C -1.89139 2.82257 -0.87313  -0.22
C -0.59741 3.60588 -0.91237  -0.19
O 0.46763 2.82977 -0.34540  -0.08
O -1.80548 1.63176 -1.61583  -0.06
H -2.74810 3.44900 -1.13402  0.14
H -2.01741 2.59289 0.19495  0.13
H -0.78851 4.54672 -0.39288  0.13
H -0.29495 3.86691 -1.93220  0.12
H 1.18306 3.43910 -0.14355  0.13
H -2.71934 1.39018 -1.79512  0.12
C 1.57127 0.49091 -3.51893  -0.19
C 0.46863 -0.59583 -3.57399  -0.16
O -0.12913 -0.74321 -2.29256  -0.10
O 1.04107 1.61946 -2.86036  -0.06
H 1.93826 0.72739 -4.52167  0.13
H 2.44109 0.06309 -3.01606  0.12
H 0.99118 -1.54502 -3.75045  0.13
H -0.27795 -0.55972 -4.37195  0.13
H -0.60741 -1.57724 -2.30744  0.09
H 1.62826 2.37903 -2.89389  0.12
C 0.30322 2.24384 3.77441  -0.23
C 1.76199 2.13568 4.24827  -0.25
O 2.54116 3.31258 4.29699  -0.06
O 0.23231 2.56909 2.40248  -0.09
H -0.05722 3.14615 4.29327  0.11
H -0.41288 1.45606 4.01121  0.11
H 2.29835 1.40194 3.64288  0.10
H 1.78889 1.67792 5.24809  0.11
H 2.15196 3.88277 4.96812  0.08
H 0.10990 1.72568 1.93011  0.04

Atomic forces in eV per Å
0.9 -0.5 1.4
1.2 0.5 -0.9
-0.8 -0.9 -0.1
0.0 0.7 0.3
0.4 0.8 -0.4
-0.1 -0.3 0.2
-0.2 0.2 -0.1
0.2 -0.1 0.2
1.0 -0.8 -1.3
-1.0 1.4 0.3
0.4 -0.3 0.2
-0.2 -0.2 -0.1
0.4 -0.4 0.0
-0.3 0.6 0.5
0.2 0.0 0.3
-0.3 -0.5 -0.2
-0.9 1.8 -0.4
0.6 -1.0 0.7
-0.5 0.2 0.2
0.5 -0.6 0.3
0.3 0.0 -0.2
-0.7 0.5 -0.2
-0.6 0.2 -0.3
-0.2 -1.3 -1.2
-0.9 0.6 -0.4
0.1 -0.1 0.5
0.1 -0.5 0.3
0.5 0.3 -0.1
-0.1 0.6 0.3
0.2 0.3 0.0
0.1 -0.6 -0.1
0.4 0.8 1.7
-0.2 0.2 -0.9
-0.9 0.2 -0.2
0.1 0.4 -0.6
0.2 0.0 -0.5
-0.1 -0.3 -0.1
0.3 -0.1 0.4
-0.3 0.0 -0.1
0.3 -0.5 0.4
0.2 -0.8 0.1
-0.2 -0.9 -0.6
1.4 -0.8 -0.2
-0.4 0.3 -0.5
-0.6 -0.1 0.2
-0.4 0.1 -0.2
-0.2 0.2 0.6
0.2 0.2 -0.2
-0.1 0.8 0.2
-0.1 0.1 0.6
0.2 -0.2 0.2
0.5 2.1 0.1
-0.1 -2.0 0.7
-0.5 0.3 -0.4
-0.1 -0.4 -0.2
-0.3 -0.1 0.1
0.6 -0.4 0.3
0.0 0.3 -0.3
-0.3 0.0 0.1
0.1 0.1 -0.1
-0.2 0.2 -0.2

multiplicity: 3
M: 531.07 g mol⁻¹
HOMO (alpha / beta): -8.5 / -8.5 eV
Kohn-Sham gap (alpha / beta): 8.6 / 8.6 eV
expectation value of S²: 2.00
relative energy (zero: lowest compared OMol25 entry of this formula, charge and spin): 76.2 kJ/mol